C28H35CdCl2N7O5SbSe4 | ωB97M-V/def2-TZVPD

ORCA input file:
```
! RIJCOSX wB97M-V def2-TZVPD def2/J DEFGRID3
* xyz -1 1
Cd 0.244 0.112 -0.260
O 5.802 1.204 2.701
C 4.659 0.923 2.025
C 4.541 -0.192 1.206
C 3.350 -0.365 0.535
N 2.320 0.461 0.674
C 2.423 1.521 1.474
C 3.587 1.793 2.168
C 1.193 2.439 1.586
O 1.275 3.356 2.398
O 0.235 2.144 0.811
C 3.133 -1.529 -0.402
O 3.727 -2.573 -0.238
O 2.203 -1.316 -1.309
H 6.482 0.570 2.449
H 5.353 -0.890 1.045
H 3.641 2.671 2.794
C -3.491 -1.359 3.265
N -2.137 -1.689 3.635
C -1.938 -1.842 5.062
C -1.060 -1.414 2.810
N -1.017 -0.487 1.901
C -1.830 0.664 2.092
C -1.809 1.259 3.328
C -2.523 2.437 3.605
C -3.240 3.033 2.617
C -3.247 2.493 1.307
C -3.904 3.218 0.282
C -3.834 2.809 -1.015
C -3.148 1.625 -1.331
C -2.576 0.849 -0.355
N -1.919 -0.347 -0.765
C -2.585 -1.187 -1.521
N -3.964 -1.289 -1.538
C -4.655 -1.275 -2.812
C -4.787 -0.950 -0.402
N -1.964 -2.061 -2.345
C -2.510 -3.374 -2.625
C -0.674 -1.776 -2.946
C -2.556 1.287 1.013
N 0.019 -2.226 3.029
C -0.107 -3.611 3.436
C 1.359 -1.794 2.700
H -4.151 -2.191 3.527
H -3.545 -1.188 2.198
H -3.841 -0.451 3.767
H -2.344 -0.970 5.589
H -0.880 -1.920 5.293
H -2.445 -2.736 5.439
H -1.179 0.826 4.096
H -2.465 2.880 4.591
H -3.772 3.960 2.796
H -4.412 4.137 0.548
H -4.275 3.400 -1.808
H -3.015 1.330 -2.365
H -3.942 -1.353 -3.628
H -5.201 -0.332 -2.928
H -5.369 -2.102 -2.884
H -4.219 -1.099 0.508
H -5.649 -1.624 -0.385
H -5.147 0.084 -0.426
H -2.837 -3.457 -3.666
H -3.353 -3.581 -1.969
H -1.739 -4.127 -2.449
H -0.606 -0.718 -3.190
H -0.602 -2.317 -3.888
H 0.160 -2.080 -2.314
H -1.150 -3.915 3.411
H 0.285 -3.774 4.445
H 0.453 -4.242 2.744
H 1.398 -0.709 2.669
H 1.689 -2.197 1.739
H 2.047 -2.155 3.469
Se 2.243 -1.709 -4.851
Sb 2.742 -0.178 -3.111
Se 4.925 0.566 -2.504
Se -0.613 1.651 -4.232
Se 0.979 1.623 -2.558
Cl 0.084 -3.569 -0.080
C 1.239 -4.308 -1.218
Cl 0.825 -6.006 -1.527
H 2.229 -4.246 -0.786
H 1.192 -3.762 -2.154
*
```

Values from the calculation:
E_HOMO, eV: -4.26
Orbital gap, eV: 6.26
Molecular weight, Da: 1170.6
LUMO, eV: 2.00
E_tot, Ha: -12781.806273
Energy above the lowest of the compared OMol25 structures with the same formula, charge and spin, kcal per mole: 9.34

Atomic partial charges in e from the Mulliken method, atoms 1 to 6: 3.10 -0.58 1.00 -0.98 0.60 0.54